No. 1
ORCA calculation (ωB97M-V/def2-TZVPD) on a single CH2F3N molecule at a distorted geometry.

Computed properties:
Structure (SMILES): FCN(F)F
HOMO, eV: -11.46

Structure (XYZ):
```
7
Properties=species:S:1:pos:R:3:nbo_charge:R:1
F -0.46 1.62 0.02 -0.3479
C -0.34 0.25 0.04 0.1142
N -1.58 -0.44 -0.04 0.2731
F -2.34 0.04 -1.14 -0.2177
F -2.32 -0.15 1.16 -0.2427
H 0.31 -0.16 -0.79 0.2024
H 0.00 0.19 1.11 0.2187
```

---

No. 2
ORCA calculation (ωB97M-V/def2-TZVPD) on a molecular structure, C64H30Br2F5I4LuN10OS2 at a distorted geometry.

Computed properties:
HOMO (spin up / spin down), eV: -2.55 / -2.55
Charge: -2

Structure (XYZ):
```
119
Properties=species:S:1:pos:R:3:lowdin_charge:R:1
Lu 0.36 0.46 0.38 1.6306
I 4.86 -7.05 5.33 0.7734
C 3.85 -5.45 4.39 -0.7255
C 4.03 -5.24 3.03 -0.1451
C 3.38 -4.18 2.42 -0.0214
C 2.57 -3.32 3.16 -0.2011
C 2.41 -3.56 4.53 -0.0335
C 3.05 -4.62 5.15 -0.1576
C 1.89 -2.14 2.54 -0.1131
C 2.71 -1.09 2.12 -0.2351
C 4.15 -1.11 2.22 0.0215
C 4.60 0.11 1.84 -0.0047
C 3.43 0.91 1.56 -0.2771
C 3.33 2.29 1.41 -0.0697
C 4.44 3.15 0.97 -0.1470
C 4.24 4.53 0.77 -0.0141
C 5.24 5.36 0.30 -0.1495
C 6.48 4.83 -0.02 -0.7339
I 8.00 6.09 -0.76 0.7880
C 6.71 3.48 0.11 -0.1630
C 5.70 2.66 0.58 -0.0451
C 2.11 2.93 1.89 -0.3113
N 0.82 2.61 1.60 0.0297
C 0.05 3.39 2.43 -0.2490
C -1.39 3.59 2.28 -0.0728
C -2.18 4.40 3.24 -0.1470
C -3.33 3.83 3.78 0.0006
C -4.10 4.50 4.72 -0.1418
C -3.71 5.76 5.13 -0.7255
I -4.85 6.79 6.58 0.7839
C -2.58 6.37 4.60 -0.1582
C -1.83 5.69 3.65 -0.0363
C -2.04 3.09 1.24 -0.1415
C -3.15 2.92 0.32 -0.0751
C -4.18 1.01 1.37 0.0230
C -2.91 0.37 1.39 -0.2241
N -1.84 0.81 0.74 -0.0673
C -2.80 -0.91 2.07 -0.0997
C -1.62 -1.57 2.32 -0.2597
C -1.60 -2.89 2.93 0.0212
C -0.31 -3.25 3.05 0.0120
C 0.48 -2.14 2.53 -0.2513
N -0.33 -1.16 2.06 0.0281
C -4.04 -1.54 2.59 -0.2239
C -4.29 -1.51 3.97 -0.0292
C -5.42 -2.11 4.50 -0.1576
C -6.30 -2.75 3.65 -0.7192
I -7.98 -3.72 4.47 0.7811
C -6.09 -2.77 2.28 -0.1295
C -4.96 -2.16 1.76 -0.0124
C 0.86 4.14 3.29 -0.0576
C 2.17 3.88 2.93 -0.0718
N 2.30 0.14 1.71 0.0076
H 4.65 -5.90 2.45 0.0910
H 3.47 -4.02 1.35 0.0904
H 1.79 -2.89 5.11 0.1257
H 2.91 -4.80 6.21 0.0873
H 4.75 -1.94 2.57 0.1092
H 5.62 0.44 1.88 0.0911
H 3.27 4.96 0.98 0.1111
H 5.04 6.42 0.17 0.0926
H 7.66 3.05 -0.16 0.0921
H 5.90 1.60 0.61 0.0836
H -3.63 2.84 3.46 0.1142
H -4.98 4.03 5.13 0.0948
H -2.30 7.36 4.91 0.0869
H -0.97 6.18 3.21 0.1136
H -3.25 3.67 -0.47 0.1417
H -5.03 0.48 1.77 0.1059
H -2.47 -3.46 3.20 0.1190
H 0.09 -4.17 3.43 0.1100
H -3.59 -1.00 4.62 0.1249
H -5.60 -2.09 5.57 0.0858
H -6.81 -3.25 1.63 0.0953
H -4.77 -2.18 0.69 0.0818
H 0.53 4.79 4.09 0.0866
H 3.07 4.26 3.39 0.1036
Br -3.16 3.16 -5.31 0.7428
C -2.18 2.30 -3.94 -0.6624
C -2.76 1.29 -3.19 -0.0683
C -1.96 0.69 -2.23 -0.1217
N -0.71 1.04 -1.98 0.0541
C -0.15 2.01 -2.72 -0.2073
C -0.87 2.67 -3.72 -0.0603
C 1.28 2.26 -2.49 -0.1859
C 2.01 3.18 -3.23 -0.0527
C 3.38 3.20 -3.10 -0.6618
Br 4.41 4.48 -4.04 0.7452
C 4.01 2.26 -2.30 -0.0903
C 3.20 1.43 -1.55 -0.1060
N 1.87 1.46 -1.59 0.0727
H -3.78 0.99 -3.33 0.1054
H -2.36 -0.13 -1.63 0.0211
H -0.42 3.44 -4.33 0.0927
H 1.52 3.88 -3.90 0.0981
H 5.09 2.20 -2.25 0.1023
H 3.64 0.69 -0.89 0.1139
F -6.91 -4.73 -4.14 0.0814
C -5.91 -4.22 -3.40 -0.1642
C -5.87 -2.87 -3.09 -0.1629
F -6.84 -2.07 -3.56 0.0929
C -4.84 -2.35 -2.34 -0.2501
F -4.84 -1.03 -2.10 0.0545
C -3.79 -3.14 -1.81 -0.6083
S -2.54 -2.50 -0.84 0.6507
C -3.88 -4.50 -2.15 -0.2588
F -2.94 -5.35 -1.71 0.0621
C -4.89 -5.03 -2.92 -0.1621
F -4.91 -6.34 -3.22 0.0875
O 2.59 -3.34 -0.60 -0.5890
S 1.21 -2.79 -0.67 0.6790
N 1.08 -1.33 -0.73 -0.5552
N -1.85 2.14 0.23 -0.0091
C -4.36 2.21 0.72 -0.1555
C -5.61 2.77 0.42 -0.2252
C -6.81 2.14 0.81 -0.2366
N -7.80 1.64 1.15 0.1284
C -5.72 3.98 -0.30 -0.2506
N -5.80 4.97 -0.90 0.1183
```

---

No. 3
ORCA calculation (ωB97M-V/def2-TZVPD) on a molecular structure, C5H6CuO4 at a distorted geometry.

Computed properties:
HOMO, eV: -3.05
Charge: -1

Structure (XYZ):
```
16
Properties=species:S:1:pos:R:3:nbo_charge:R:1
C 0.88 1.69 3.17 -0.5554
H 1.83 1.92 2.66 0.1570
H 0.77 2.17 4.16 0.1416
C -0.06 0.92 2.58 -0.6109
H -1.00 0.90 3.18 0.1249
H 2.14 -2.20 1.63 0.1208
C 1.21 -1.96 1.07 0.1959
C 0.14 -2.80 1.24 -0.1457
O 0.23 -3.78 2.26 -0.5309
C -0.79 -4.59 2.44 1.0017
O -1.11 -5.53 1.76 -0.6451
O -1.48 -4.16 3.51 -0.6764
O 1.25 -1.10 0.08 -0.9089
H -0.64 -2.98 0.50 0.1710
H -2.03 -4.89 3.83 0.4796
Cu -0.05 0.65 0.11 0.6807
```

---

no.,molar mass (g mol⁻¹)
1,85.0
2,1956.5
3,193.6